1.
Entry from the OMol25 dataset: a 2-piece molecular cluster, C5H6INOS overall at a distorted geometry (ωB97M-V/def2-TZVPD).

Output
Gap between HOMO and LUMO (alpha / beta) (eV): 6.45 / 8.02
Net charge: 0
E (a.u.): -1019.8273
LUMO energy (alpha / beta) (eV): -1.7 / -1.2

Atoms and positions in Å:
O: -1.19694 2.58826 2.28613
H: 0.86098 -1.30103 0.06859
C: -0.64498 -0.15428 1.09080
N: -3.03240 0.40525 -1.42405
H: -0.08065 2.03407 -1.46982
H: 0.07534 0.37338 1.84829
I: 1.94589 3.53057 1.63228
H: 1.01878 1.46990 -0.28522
H: -1.47861 -0.49863 1.52928
C: -0.70003 0.37422 -0.34313
S: -0.50210 3.41870 1.29223
C: -2.03000 0.34608 -0.90889
C: 0.20076 1.34083 -0.83550
C: -0.12086 -1.02797 0.12520
H: -0.67749 -1.83952 -0.10251


2.
Entry from the OMol25 dataset: an isolated ion of composition C5H6N and charge +1 at a distorted geometry (ωB97M-V/def2-TZVPD).

Output
Gap between HOMO and LUMO (eV): 9.91
Net charge: +1
SMILES string: C=C=C1[NH2+]C1=C
E (a.u.): -248.4423
LUMO energy (eV): -4.5

Atoms and positions in Å:
N: -0.35883 -1.39946 0.52430
H: -0.89207 -1.89967 -0.16050
H: -0.84806 2.74452 1.54474
H: -2.05743 2.86995 0.20116
C: -0.20905 0.05533 0.22543
C: 1.77664 -1.03010 -1.15748
H: 2.10891 -0.34294 -2.01613
H: 1.92551 -2.09663 -1.38992
C: 0.76396 -0.74815 -0.33102
C: -0.81571 1.14420 0.41456
H: -0.09959 -1.60908 1.48699
C: -1.29427 2.31203 0.65786


3.
Entry from the OMol25 dataset: an isolated ion of composition C5H6N and charge +1 at a distorted geometry (ωB97M-V/def2-TZVPD).

Output
Gap between HOMO and LUMO (eV): 10.04
Net charge: +1
E (a.u.): -248.4205
LUMO energy (eV): -6.0

Atoms and positions in Å:
C: 1.47590 0.34293 0.54354
H: -3.15709 -0.21064 0.31141
H: -2.36245 -1.06883 -0.99386
N: 2.24921 -0.78418 -0.22631
C: 0.16821 0.41172 0.21712
H: 1.68055 0.42454 1.53381
C: -1.04178 0.29996 -0.10824
H: -1.19428 1.40271 -0.38846
C: -2.17627 -0.63438 -0.12776
C: 2.70676 0.32142 -0.38994
H: -1.77729 -1.42115 0.52435
H: 3.42854 0.91591 -0.89568


4.
Entry from the OMol25 dataset: C5H6N as an isolated structure at a distorted geometry (ωB97M-V/def2-TZVPD).

Output
Gap between HOMO and LUMO (eV): 10.04
Net charge: +1
E (a.u.): -248.4072
LUMO energy (eV): -6.3

Atoms and positions in Å:
H: 1.29239 -2.41531 -0.62523
H: -0.44816 -2.04216 -1.30691
H: -1.09766 0.54127 -1.47862
C: 0.23299 1.48911 0.20795
C: -0.73966 0.49526 -0.51809
H: 1.12105 1.97862 -0.18233
C: 0.27851 0.28986 1.16969
C: 0.14121 -0.75347 0.13902
C: 0.37151 -1.86351 -0.61531
H: 0.54981 0.21150 2.20199
N: -1.12989 -0.10531 0.61702
H: -0.57211 2.17415 0.39083


5.
Entry from the OMol25 dataset: a 2-piece molecular cluster, C5H6N overall at a distorted geometry (ωB97M-V/def2-TZVPD).

Output
Gap between HOMO and LUMO (eV): 9.60
Net charge: +1
E (a.u.): -248.3119
LUMO energy (eV): -5.7

Atoms and positions in Å:
C: 0.29728 0.61368 -1.54395
H: -1.09835 0.22709 -3.36223
C: -1.40719 0.25387 -1.03828
H: 0.25378 -0.64013 2.59616
C: -0.79865 0.27937 -2.38798
H: 1.69322 -0.03688 2.81513
H: -0.16100 -1.88430 -1.31819
H: 0.47707 0.56237 0.77420
H: 0.46498 0.93585 2.73916
C: -0.21712 0.36681 -0.26033
C: -0.36519 -0.80410 -1.30308
N: 0.86119 0.12636 2.28939


6.
Entry from the OMol25 dataset: a 2-piece molecular cluster, C5H6N overall at a distorted geometry (ωB97M-V/def2-TZVPD).

Output
Gap between HOMO and LUMO (alpha / beta) (eV): 8.00 / 8.00
Net charge: +1
E (a.u.): -248.2647
LUMO energy (alpha / beta) (eV): -6.4 / -6.4

Atoms and positions in Å:
C: -1.97024 -0.98472 0.81386
C: 1.07625 2.56396 -1.31803
H: 1.99540 2.68817 -1.77390
H: 1.08497 -2.46313 0.18856
H: 0.39432 3.40049 -1.50459
C: -0.70091 -0.93048 0.39338
C: 0.70500 -1.52653 0.64841
H: -2.27922 -2.01810 1.04628
H: 0.80467 -1.52475 1.65588
C: 0.92867 1.36775 -0.81981
H: -2.34580 0.03132 0.99686
N: 0.30689 -0.60397 -0.32691